The following is a quantum chemistry calculation of C21H40BBrIN6O8P2 as an isolated structure, from the OMol25 dataset.

highest occupied orbital energy: -11.3455 eV
charge: +1
spin multiplicity: 1
LUMO level: -4.196 eV

Cartesian coordinates (Å):
C -1.47 -1.96 4.84
C -1.70 -0.51 5.26
O -0.76 0.39 4.61
B -1.06 1.03 3.44
O -1.92 2.05 3.32
C -0.26 0.46 2.15
N -0.77 -0.33 1.28
Br -2.57 -0.75 1.36
C 0.16 -0.89 0.22
C -0.36 -0.70 -1.22
C -0.97 -1.87 -1.99
C -2.29 -2.46 -1.53
O -3.28 -1.46 -1.69
C -4.56 -1.84 -1.24
C 0.70 -2.29 0.59
C -0.25 -3.41 1.05
O -0.45 -4.39 0.05
C 0.28 -4.13 2.33
N 1.00 -5.36 2.07
C 1.33 0.15 0.41
P 2.97 -0.40 -0.22
O 2.82 -1.04 -1.55
C 1.17 0.75 1.83
I 1.26 2.93 1.70
P 2.40 0.34 3.12
O 3.73 0.54 2.57
O 1.99 -1.16 3.49
O 2.02 1.23 4.37
H -2.32 -2.36 4.28
H -0.59 -2.04 4.21
H -1.33 -2.60 5.70
H -2.72 -0.18 5.05
H -1.54 -0.37 6.33
H -1.62 2.80 2.78
H 0.49 -0.37 -1.80
H -1.07 0.13 -1.21
H -0.23 -2.66 -2.13
H -1.16 -1.48 -2.99
H -2.27 -2.80 -0.48
H -2.52 -3.33 -2.14
H -5.30 -1.52 -1.97
H -4.80 -1.36 -0.28
H -4.65 -2.92 -1.12
H 1.24 -2.62 -0.30
H 1.42 -2.14 1.39
H -1.24 -3.02 1.31
H -0.31 -4.01 -0.82
H -0.58 -4.32 2.99
H 0.92 -3.42 2.87
H 0.65 -6.13 2.63
H 1.98 -5.28 2.26
H 1.09 0.97 -0.28
H 3.73 0.77 -0.17
H 3.50 -1.23 0.78
H 2.01 -1.40 4.43
H 1.45 0.84 5.04
C 1.35 4.66 -3.07
C 0.85 3.51 -2.33
N 0.47 2.59 -1.76
H 0.51 5.21 -3.50
H 1.91 5.31 -2.41
H 1.99 4.34 -3.89
C 0.57 8.03 -6.10
C 1.42 6.85 -6.05
N 2.11 5.93 -6.00
H 0.86 8.74 -5.33
H 0.67 8.51 -7.07
H -0.48 7.76 -5.95
C -3.79 6.53 -3.75
C -3.15 7.51 -4.62
N -2.64 8.28 -5.31
H -4.69 6.95 -3.32
H -4.05 5.64 -4.32
H -3.11 6.25 -2.94
C 4.48 -5.59 -0.20
C 3.95 -6.54 0.77
N 3.53 -7.30 1.51
H 5.13 -4.87 0.29
H 5.05 -6.12 -0.96
H 3.66 -5.06 -0.69

The following is a quantum chemistry calculation of a 8-piece molecular cluster, C21H40Br8O12 overall, from the OMol25 dataset.

relative energy (zero: lowest compared OMol25 entry of this formula, charge and spin): 2.574 eV
highest occupied orbital energy: -9.4753 eV
charge: 0
spin multiplicity: 1
LUMO level: 0.274 eV
SMILES: C[C@H]1COC(=O)O1.COC(=O)OC.COC(=O)OC.COC(=O)OC.BrCCBr.BrCCBr.BrCCBr.BrCCBr

Cartesian coordinates (Å):
C -4.40 2.74 -5.06
C -3.73 2.92 -3.62
C -4.59 2.87 -2.48
O -4.04 1.76 -1.79
C -2.99 1.32 -2.49
O -2.20 0.39 -2.20
O -2.85 1.84 -3.61
H -5.27 3.38 -5.15
H -4.67 1.69 -5.21
H -3.77 2.94 -5.93
H -3.19 3.87 -3.57
H -5.63 2.80 -2.77
H -4.41 3.74 -1.84
C -2.08 0.41 5.58
O -1.14 -0.64 5.71
C -0.18 -0.72 4.74
O 0.06 0.10 3.84
O 0.45 -1.89 4.89
C 1.20 -2.40 3.80
H -1.50 1.33 5.60
H -2.66 0.33 6.51
H -2.58 0.51 4.62
H 1.81 -1.64 3.31
H 0.63 -3.00 3.10
H 1.87 -3.15 4.21
C 3.24 4.66 -2.14
O 4.41 4.51 -2.82
C 4.96 3.33 -2.86
O 4.41 2.27 -2.60
O 6.26 3.58 -3.18
C 7.15 2.53 -3.19
H 2.47 4.02 -2.55
H 3.10 5.74 -2.08
H 3.47 4.28 -1.14
H 8.19 2.84 -3.31
H 6.79 1.85 -3.97
H 7.12 2.08 -2.20
C -1.90 -5.45 -0.35
O -2.98 -4.72 0.06
C -4.25 -5.06 -0.28
O -4.59 -5.67 -1.31
O -5.03 -4.68 0.69
C -6.41 -5.15 0.76
H -0.95 -4.95 -0.14
H -1.90 -5.58 -1.43
H -1.79 -6.42 0.13
H -6.89 -4.60 -0.05
H -6.74 -4.77 1.72
H -6.61 -6.21 0.65
Br 1.69 1.81 -0.92
C 0.58 0.22 -0.49
C 1.24 -0.87 0.39
Br 0.14 -2.56 0.21
H 0.26 -0.24 -1.43
H -0.41 0.48 -0.12
H 1.12 -0.50 1.41
H 2.23 -0.99 -0.05
Br 3.69 1.81 1.87
C 2.47 3.41 2.28
C 1.14 2.92 2.86
Br 0.13 4.46 3.60
H 2.25 3.86 1.32
H 3.02 4.25 2.70
H 1.50 2.38 3.73
H 0.78 2.17 2.15
Br 8.00 -0.05 -0.76
C 6.51 -0.79 -1.93
C 5.39 -1.43 -1.11
Br 4.00 -2.12 -2.42
H 6.95 -1.51 -2.62
H 6.03 -0.14 -2.66
H 4.85 -0.84 -0.38
H 5.90 -2.21 -0.53
Br -4.12 0.50 1.82
C -3.67 -1.39 1.22
C -2.53 -2.10 2.12
Br -3.16 -2.53 3.97
H -3.32 -1.38 0.19
H -4.57 -2.01 1.30
H -1.57 -1.58 2.14
H -2.18 -2.97 1.56

The following is a quantum chemistry calculation of C21H40Cl3MnN2O4Si as an isolated structure, from the OMol25 dataset.

<S²>: 8.75
highest occupied orbital energy (spin up / spin down): -3.3304 / -3.3307 eV
charge: -1
spin multiplicity: 6
LUMO level (spin up / spin down): 2.178 / 2.174 eV

Cartesian coordinates (Å):
C 1.97 -1.32 -3.63
C 1.36 0.03 -3.37
H 2.00 -1.54 -4.70
H 1.42 -2.12 -3.11
H 3.00 -1.33 -3.23
C 0.88 0.85 -4.31
C 0.63 0.43 -5.71
H 0.62 1.88 -4.06
H 0.28 -0.61 -5.78
H 1.52 0.53 -6.33
H -0.16 1.03 -6.15
Mn -0.49 -1.47 2.61
Cl 1.82 -0.98 2.94
Cl -0.72 -3.93 3.13
C 0.41 2.04 2.27
O -0.55 1.26 2.31
N 0.28 3.38 2.38
C -1.06 3.99 2.36
C 1.39 4.26 2.69
H 1.45 1.68 2.15
H -1.81 3.21 2.55
H -1.26 4.46 1.38
H -1.10 4.77 3.14
H 2.29 3.66 2.83
H 1.16 4.81 3.62
H 1.55 4.99 1.88
H -1.90 -1.44 -2.34
H -2.71 1.40 -2.34
C -2.81 -1.39 -1.73
C -3.39 1.01 -1.58
N -2.83 -0.17 -0.93
H -2.85 -2.29 -1.09
C -2.39 -0.10 0.34
O -2.15 -1.09 1.08
H -3.56 1.78 -0.82
H -2.30 0.92 0.72
H -3.67 -1.37 -2.41
H -4.33 0.75 -2.07
O 0.22 -0.50 -1.68
C 1.22 0.33 -1.87
C -0.20 2.38 -1.29
C 1.07 1.80 -1.42
H -1.07 1.74 -1.34
C -0.34 3.76 -1.12
H 2.17 0.00 -1.40
C 2.18 2.59 -1.13
H -1.35 4.21 -1.17
C 0.79 4.56 -0.94
C 2.05 3.96 -0.91
H 3.16 2.10 -1.12
H 0.68 5.64 -0.85
H 2.93 4.57 -0.73
Si 0.32 -4.31 1.08
Cl 0.39 -2.27 0.48
C -1.43 -4.96 0.58
C 1.83 -4.59 2.28
C 1.16 -5.52 -0.19
H -2.10 -4.09 0.62
H -1.79 -5.74 1.27
H -1.47 -5.38 -0.44
H 0.59 -5.63 -1.13
H 1.28 -6.52 0.26
H 2.16 -5.12 -0.42
H 2.09 -3.62 2.73
H 2.71 -4.95 1.73
H 1.62 -5.31 3.09
C -0.20 -0.25 5.30
O -1.23 -0.51 4.33
H 0.79 -0.34 4.81
H -0.22 -1.04 6.05
H -0.31 0.74 5.78
H -1.68 0.31 4.09

Let's list max |F| in order: 1.13, 8.32, 2.65 eV Å⁻¹.
Let's list E in order: -5333.7649, -22319.0429, -4055.8500 a.u..